C24H22N4O6 | wB97M-V/def2-TZVPD

Geometry as XYZ:
```
56
Properties=species:S:1:pos:R:3:mulliken_charge:R:1
C -2.57519 -1.33913 -3.04256 -0.951
H -1.78223 -0.60751 -3.21992 0.310
H -3.40755 -1.14842 -3.71712 0.263
H -2.18862 -2.34725 -3.21465 0.376
O -3.11379 -1.20671 -1.74516 -0.513
C -2.31994 -1.37740 -0.68512 0.871
C -0.96602 -1.69469 -0.77492 -0.203
C -0.17583 -1.83827 0.35514 -0.420
C -0.71854 -1.66649 1.64197 1.043
C -2.05579 -1.35638 1.72982 -0.304
C -2.86479 -1.20859 0.60422 -0.770
N -4.23587 -0.86914 0.81312 1.216
O -5.00067 -0.87483 -0.12688 -0.627
O -4.56862 -0.58224 1.95114 -0.694
H -2.52254 -1.21940 2.69383 0.531
C 0.12194 -1.82416 2.87345 -1.994
H 0.57516 -2.81440 2.91267 0.442
H 0.91886 -1.07997 2.90602 0.328
H -0.49195 -1.69615 3.76012 0.378
N 1.18679 -2.09368 0.23713 0.097
C 1.88377 -2.48343 -0.87479 0.520
O 1.40158 -2.96955 -1.86397 -0.619
C 3.37792 -2.16406 -0.72540 -0.988
N 3.48739 -0.78607 -0.30486 0.153
C 3.03266 0.26830 -1.05285 -0.072
O 2.71765 0.22770 -2.21116 -0.619
C 2.93709 1.45475 -0.09117 1.893
N 3.65317 0.93778 1.05464 -0.070
C 3.82834 -0.39919 0.99968 0.259
O 4.19028 -1.15232 1.86737 -0.635
H 3.82427 1.47214 1.88878 0.268
C 3.55395 2.73383 -0.64458 -1.823
H 3.10915 2.95976 -1.60925 0.290
H 4.62630 2.60581 -0.77350 0.452
H 3.36998 3.56397 0.03366 0.440
C 1.44105 1.61087 0.19376 0.267
C 0.56058 1.74615 -0.84890 -0.368
C -0.82591 1.85120 -0.62505 0.092
C -1.74618 1.97165 -1.68799 -0.578
C -3.08675 2.06682 -1.44072 -0.811
C -3.56858 2.05760 -0.12181 -0.474
C -2.70328 1.93849 0.92978 -0.617
C -1.31515 1.82689 0.70643 0.689
C -0.39023 1.68845 1.75919 -0.829
C 0.94935 1.57883 1.51265 -0.770
H 1.63249 1.47252 2.34236 0.307
H -0.75805 1.66846 2.77444 0.417
H -3.07112 1.91895 1.94527 0.427
H -4.63079 2.13545 0.05270 0.394
H -3.78885 2.14950 -2.25612 0.405
H -1.36717 1.99079 -2.70000 0.536
H 0.92061 1.75064 -1.86676 0.470
H 3.86739 -2.30770 -1.69066 0.378
H 3.85223 -2.78570 0.03839 0.416
H 1.72602 -1.91952 1.07512 0.156
H -0.50592 -1.83490 -1.73700 0.666
```

Orbital gap, eV: 8.25
Total charge: 0
Structure (SMILES): COc1cc(NC(=O)CN2C(=O)N[C@](C)(c3ccc4ccccc4c3)C2=O)c(C)cc1[N+](=O)[O-]
Relative energy (zero: lowest compared OMol25 entry of this formula, charge and spin), kcal/mol: 0.0



C24H23AuN2O4 | wB97M-V/def2-TZVPD

Geometry as XYZ:
```
54
Properties=species:S:1:pos:R:3:lowdin_spin:R:1
Au 0.18188 0.25463 0.05991 0.055
C -2.25353 -0.47952 1.87926 0.038
H -1.46133 -1.10524 2.28692 0.000
H -2.90686 -1.12043 1.27996 0.000
H -2.83936 -0.05695 2.70039 0.003
C 3.28703 -1.03062 -3.78680 0.000
C 2.88064 -1.65443 -2.44646 -0.001
C 2.63996 -0.63677 -1.42371 -0.006
N 2.35713 0.13813 -0.62466 0.000
H 3.33997 -1.80005 -4.55651 0.000
H 4.26047 -0.54642 -3.70876 0.000
H 2.55991 -0.27766 -4.08973 0.000
H 3.64866 -2.33471 -2.08140 0.000
H 1.95014 -2.21731 -2.53230 0.000
O 1.02507 -2.83979 3.69203 0.001
C 1.16821 -3.95409 2.97038 0.000
C 1.36136 -5.16666 3.64102 0.000
C 1.54388 -6.33443 2.92954 0.000
C 1.54361 -6.31824 1.53723 0.000
C 1.32128 -5.11990 0.87396 0.000
C 1.12569 -3.93313 1.56703 0.002
C 0.81688 -2.66084 0.80747 0.002
O 0.56900 -2.72537 -0.40102 0.006
O 0.83716 -1.57965 1.50520 0.029
H 0.93928 -2.10243 3.00865 0.000
H 1.36450 -5.16381 4.72474 0.000
H 1.68940 -7.26857 3.46231 0.000
H 1.71027 -7.23106 0.97854 0.000
H 1.29216 -5.07490 -0.20757 0.000
C -1.68614 0.62910 0.99610 0.097
C -2.16686 1.79847 0.92226 0.234
C -2.70291 3.07679 0.85050 0.080
C -2.11572 4.17257 1.55481 0.097
C -2.61071 5.45491 1.41798 0.006
C -3.71827 5.72260 0.60520 0.144
C -4.33297 4.65786 -0.05995 0.006
C -3.84432 3.37079 0.04448 0.113
H -1.25580 3.97257 2.18273 0.005
H -2.13207 6.27106 1.95111 -0.003
H -4.09552 6.73184 0.49621 0.012
H -5.20812 4.84621 -0.67439 -0.003
H -4.32185 2.55169 -0.48127 0.005
O 0.20554 1.83861 -1.63907 -0.012
N -0.80819 2.52432 -1.92891 -0.001
C -1.83943 1.96010 -2.60190 0.024
C -2.85461 2.74548 -3.10498 0.000
C -2.85254 4.11550 -2.91683 0.035
C -1.82045 4.65704 -2.15354 0.000
C -0.82448 3.85425 -1.66057 0.022
H -1.78666 0.88609 -2.68624 0.004
H -3.66624 2.27419 -3.64370 -0.001
H -3.64852 4.73587 -3.30471 0.002
H -1.80462 5.71265 -1.92149 0.000
H -0.00260 4.19778 -1.05235 0.002
```

Orbital gap (spin up / spin down), eV: 4.84 / 6.24
Total charge: -1
Spin multiplicity: 2
Relative energy (zero: lowest compared OMol25 entry of this formula, charge and spin), kcal/mol: 0.0
<S²>: 0.784



C24H23BCl3F4N2OSeSiTeV | wB97M-V/def2-TZVPD

Geometry as XYZ:
```
62
Properties=species:S:1:pos:R:3:lowdin_spin:R:1
V 0.26972 1.26647 0.65545 1.981
C 5.56045 -2.29459 -7.64660 0.000
C 4.91802 -1.95149 -6.32349 0.000
C 5.51377 -2.29798 -5.12017 0.000
C 4.92765 -1.97952 -3.88999 0.000
C 5.64483 -2.43988 -2.63451 0.000
C 3.70778 -1.27731 -3.84248 0.000
Te 2.80527 -0.83313 -1.85820 0.000
N 1.88543 0.23903 0.29291 -0.033
C 2.52086 0.96381 1.16209 0.042
O 1.79006 1.81837 1.87469 -0.005
C 3.99216 0.92947 1.46342 0.002
C 4.73961 -0.21982 1.24768 0.005
C 6.10362 -0.22870 1.51576 0.000
C 6.72344 0.91154 2.01386 0.005
C 5.97048 2.05483 2.25933 -0.001
C 4.60556 2.06067 1.98663 0.005
C 2.83048 1.22042 -2.38525 0.000
C 1.61332 1.87210 -2.58139 0.000
C 1.56266 3.21898 -2.91858 0.000
C 2.74314 3.92647 -3.07444 0.000
C 3.95894 3.28620 -2.87171 0.000
C 4.03235 1.94009 -2.51548 0.000
C 5.38954 1.32087 -2.29704 0.000
C 3.08625 -0.95191 -5.06597 0.000
C 1.75391 -0.24072 -5.13120 0.000
C 3.69816 -1.28854 -6.27396 0.000
H 6.53025 -2.77370 -7.49867 0.000
H 5.71704 -1.40099 -8.25670 0.000
H 4.93543 -2.97773 -8.22906 0.000
H 6.46242 -2.83091 -5.13193 0.000
H 6.63635 -2.82758 -2.88030 0.000
H 5.08895 -3.23314 -2.12734 0.000
H 5.74975 -1.63095 -1.91048 0.000
H 4.24003 -1.10938 0.88722 0.000
H 6.68138 -1.12827 1.33471 0.000
H 7.78761 0.90640 2.21626 0.000
H 6.44483 2.94239 2.65984 0.000
H 3.99412 2.93489 2.17426 0.000
H 0.68370 1.31925 -2.48852 0.000
H 0.60139 3.70172 -3.03631 0.000
H 2.72135 4.97742 -3.34132 0.000
H 4.88222 3.84600 -2.97394 0.000
H 6.15709 2.09569 -2.24864 0.000
H 5.64156 0.63348 -3.11027 0.000
H 5.41538 0.74925 -1.36961 0.000
H 1.10366 -0.53788 -4.30927 0.000
H 1.25010 -0.45633 -6.07538 0.000
H 1.88173 0.84127 -5.05406 0.000
H 3.19939 -1.02546 -7.20548 0.000
Cl -0.50149 1.49868 4.33233 -0.004
Si -0.14700 0.12222 2.74478 -0.007
Cl 1.45660 -1.04165 3.54482 -0.011
Cl -1.72726 -1.25265 3.06464 -0.011
F -1.16609 3.14603 -1.00684 0.009
B -0.76167 3.76692 0.18622 0.004
F -1.23481 2.95176 1.28001 0.014
F -1.19261 5.07841 0.27272 0.000
F 0.65979 3.64325 0.26844 0.005
Se -1.09620 -0.27411 -0.67445 -0.003
C -2.85083 -0.12236 -0.06217 0.005
N -3.96519 -0.05177 0.23361 -0.005
```

Orbital gap (spin up / spin down), eV: 6.55 / 6.74
Total charge: -2
Spin multiplicity: 3
Relative energy (zero: lowest compared OMol25 entry of this formula, charge and spin), kcal/mol: 8.0
<S²>: 2.031



C24H23BF6O3S | wB97M-V/def2-TZVPD

Geometry as XYZ:
```
58
Properties=species:S:1:pos:R:3:mulliken_charge:R:1
C -1.33571 -2.62009 1.65330 -0.806
O -0.12850 -2.43835 0.89823 -0.288
C 0.83533 -1.47013 1.32220 0.644
C 0.64563 -0.19531 0.50520 -0.418
C 0.86777 1.06364 1.08448 -0.490
C 0.64912 2.20390 0.32949 -0.825
C 0.34530 2.11209 -1.03247 1.293
C 0.15543 3.35043 -1.84957 -1.428
C 0.17538 0.85401 -1.61324 -0.977
C 0.38121 -0.28799 -0.87213 -0.506
H -1.48561 -3.70404 1.70168 0.241
H -1.26096 -2.20311 2.66773 0.314
H -2.19100 -2.15725 1.12062 0.245
H 0.79311 -1.28925 2.39320 0.471
H 1.15108 1.09575 2.14445 0.420
H 0.74860 3.18865 0.79127 0.383
H -0.03308 3.08424 -2.89502 0.340
H -0.68177 3.97246 -1.49533 0.322
H 1.06438 3.96226 -1.79041 0.324
H -0.11188 0.76082 -2.65329 0.299
H 0.26117 -1.28079 -1.31150 0.519
C 7.11583 -5.04275 2.08172 -1.247
C 5.97412 -4.12101 2.24808 0.739
C 5.96068 -2.87804 2.87070 -1.207
C 4.65555 -2.36443 2.95743 -0.052
C 3.68650 -3.29364 2.63484 1.309
B 2.13932 -1.71166 0.59086 0.312
C 2.34384 -3.31683 3.06451 1.146
C 1.53138 -4.42303 2.83536 -1.483
C 0.76035 -4.78140 3.92423 -0.223
C 0.01103 -6.08355 4.00023 0.827
F -1.34815 -5.85030 3.96102 -0.266
F 0.29653 -6.94229 2.98426 -0.272
F 0.29137 -6.73317 5.18596 -0.269
C 0.66958 -3.95562 5.04701 -1.075
C 1.25784 -2.70115 5.03998 -0.840
C 1.14487 -1.72139 6.16081 0.672
F 2.04084 -0.68261 6.06405 -0.277
F -0.10366 -1.16437 6.18612 -0.265
F 1.36796 -2.34000 7.35808 -0.266
C 1.96853 -2.28796 3.95599 -0.430
O 3.33824 -1.01595 0.80274 -0.451
C 3.75045 -1.13080 -0.58588 -0.482
C 3.11606 -2.40572 -1.14149 -0.546
O 2.25708 -2.90610 -0.11177 -0.361
S 4.36987 -4.60413 1.69508 -0.199
H 7.93483 -4.63202 2.67902 0.375
H 6.82248 -6.03283 2.46056 0.292
H 7.39456 -5.10119 1.02267 0.270
H 6.86771 -2.36130 3.22797 0.331
H 4.41318 -1.34512 3.26012 0.407
H 1.56635 -5.00599 1.89960 0.611
H 0.13507 -4.28617 5.93057 0.542
H 2.40949 -1.30990 3.85142 0.933
H 3.38392 -0.19770 -1.04572 0.273
H 4.84414 -1.18274 -0.62826 0.404
H 2.44713 -2.17762 -1.96344 0.325
H 3.85509 -3.17369 -1.38640 0.367
```

Orbital gap, eV: 7.14
Total charge: 0
Relative energy (zero: lowest compared OMol25 entry of this formula, charge and spin), kcal/mol: 2.9



What is the total charge in the fourth record? 0